{"formula": "C14H28F6KNO10S2", "method": "the ωB97M-V functional and the def2-TZVPD basis", "symbols": ["K", "C", "F", "F", "F", "S", "O", "O", "N", "S", "O", "O", "C", "F", "F", "F", "C", "O", "C", "C", "O", "C", "C", "O", "C", "H", "H", "H", "H", "H", "H", "H", "H", "H", "H", "H", "H", "H", "H", "C", "O", "C", "C", "O", "C", "C", "O", "C", "H", "H", "H", "H", "H", "H", "H", "H", "H", "H", "H", "H", "H", "H"], "positions_angstrom": [[-0.1137, 0.2516, -0.0837], [1.2751, 2.8210, -2.3270], [0.1519, 2.1512, -1.9959], [1.1351, 3.3052, -3.5541], [1.4095, 3.8210, -1.4629], [2.7866, 1.6849, -2.3657], [2.7210, 0.9016, -3.5749], [3.8927, 2.5938, -2.2477], [2.5229, 0.6895, -1.0084], [3.9604, 0.3282, -0.4196], [4.9749, -0.0790, -1.3733], [4.4098, 1.1878, 0.6479], [3.5552, -1.2636, 0.4993], [3.1560, -2.2430, -0.2980], [4.6408, -1.6785, 1.1262], [2.6186, -1.0147, 1.4247], [-3.7233, -1.3250, -1.0580], [-2.9852, -0.1631, -0.7340], [-3.7558, 0.7004, 0.0997], [-3.0876, 2.0826, 0.1511], [-1.8942, 1.9892, 0.8837], [-1.3112, 3.2494, 1.1975], [-0.2554, 3.0704, 2.2643], [0.7602, 2.1772, 1.9331], [1.8585, 2.1511, 2.8475], [-4.5720, -1.0734, -1.7084], [-4.0668, -1.8975, -0.1989], [-3.0823, -1.8839, -1.7418], [-3.8432, 0.3290, 1.1242], [-4.7434, 0.8321, -0.3500], [-3.7708, 2.7720, 0.6647], [-3.0387, 2.4145, -0.8940], [-2.0745, 3.9151, 1.6112], [-0.8389, 3.7261, 0.3306], [-0.7989, 2.7765, 3.1855], [0.1519, 4.0293, 2.6240], [2.5003, 1.3538, 2.4762], [1.5296, 1.8583, 3.8485], [2.3780, 3.1073, 2.7719], [-1.0171, -1.2277, 3.6390], [-0.9114, -1.7308, 2.3234], [0.1529, -2.6740, 2.1946], [-0.0702, -3.4445, 0.8915], [-0.0323, -2.5805, -0.2337], [-0.0057, -3.2819, -1.4699], [0.4835, -2.3381, -2.5797], [-0.5013, -1.3319, -2.6631], [-0.4535, -0.5064, -3.8177], [-0.1451, -0.6405, 3.9527], [-1.2108, -2.0176, 4.3710], [-1.8533, -0.5251, 3.5970], [0.0099, -3.4260, 2.9805], [1.1581, -2.2705, 2.2872], [-1.0203, -3.9900, 0.9180], [0.7260, -4.1879, 0.7526], [-1.0187, -3.6242, -1.6809], [0.7028, -4.1163, -1.4803], [0.5576, -2.8873, -3.5271], [1.4530, -1.8827, -2.3487], [0.5481, -0.1393, -4.0504], [-1.1800, 0.2960, -3.7110], [-0.8054, -1.1212, -4.6599]], "nbo_charge": [0.877, 0.748, -0.345, -0.300, -0.301, 2.175, -0.915, -0.900, -1.236, 2.208, -0.919, -0.938, 0.730, -0.316, -0.305, -0.341, -0.257, -0.553, -0.079, -0.081, -0.562, -0.084, -0.076, -0.562, -0.253, 0.166, 0.177, 0.208, 0.180, 0.177, 0.174, 0.184, 0.182, 0.187, 0.159, 0.182, 0.222, 0.166, 0.188, -0.249, -0.550, -0.094, -0.069, -0.567, -0.075, -0.081, -0.574, -0.262, 0.171, 0.171, 0.192, 0.171, 0.200, 0.175, 0.178, 0.178, 0.178, 0.176, 0.203, 0.207, 0.190, 0.164], "gap_ev": 9.2, "total_charge": 0, "de_lowest_kj_mol": 0.0, "lumo_energy_ha": -0.0019, "e_tot_ha": -3352.83801, "multiplicity": 1}